Computed, not measured: a molecular structure, C29H52Br21N2O at a distorted geometry, with ωB97M-V with the def2-TZVPD basis set.

Total charge ... +1
Largest force on an atom ... 0.1591 Eh/bohr
E_tot ... -55374.74374 Ha
HOMO level ... -0.4168 Eh
Orbital gap ... 8.72 eV
Multiplicity ... 1

Structure (XYZ):
```
105
Properties=species:S:1:pos:R:3:forces:R:3:lowdin_charge:R:1
C -2.7477 1.7139 -0.3799 6.188 -4.700 -2.565 0.01
C -1.7431 1.1934 -1.0751 -5.588 1.754 5.005 -0.24
N -0.5196 0.4647 -1.5867 -2.229 1.434 0.955 -0.08
C 0.6957 1.3878 -1.5330 2.971 1.412 -0.584 -0.11
C 1.8765 0.8156 -0.5789 -0.482 0.934 0.371 -0.08
C 1.2678 0.6291 0.9196 1.062 -2.535 -0.986 -0.44
C 2.3950 0.0716 1.9328 0.571 -0.764 -0.993 -0.10
O 0.6289 1.8797 1.3249 3.321 2.197 1.513 -0.07
C 1.5679 2.7737 1.9542 0.168 1.179 4.405 -0.21
N 2.1267 3.4370 2.8354 -3.270 -3.990 -6.038 0.17
C 0.0690 -0.4803 0.7895 -1.063 1.348 -0.197 -0.11
C -0.3199 -0.8048 -0.7693 0.591 -1.570 2.253 -0.57
Br -2.0279 -1.8380 -0.7039 1.326 0.516 -0.340 0.73
H -3.4985 1.9698 0.4707 1.583 -0.356 -2.332 0.12
H -0.7224 0.2298 -2.5800 -0.016 -0.199 0.241 0.07
H 0.4000 2.4735 -1.2262 0.281 -2.318 -0.388 0.05
H 1.1656 1.4841 -2.5979 -1.236 -0.366 1.756 0.16
H 2.7044 1.6414 -0.5647 -1.507 -1.492 -0.036 0.15
H 2.3499 -0.1561 -1.0006 -0.881 1.626 0.875 0.14
H 2.2314 0.3372 3.0429 0.693 -0.264 -2.539 -0.07
H 2.3508 -1.0950 1.8651 0.098 2.121 0.188 0.10
H 3.4547 0.3501 1.5355 -1.878 -0.191 0.898 0.11
H 0.2830 -1.4591 1.3644 -0.257 1.651 -1.251 0.13
H -0.8835 0.0000 1.2580 1.644 -0.921 -0.748 0.12
H 0.4786 -1.5032 -1.2169 -1.402 1.466 0.211 0.14
Br 0.8422 0.3454 4.6490 -0.788 -0.041 0.907 0.78
C 0.8345 -0.8913 6.1575 -0.130 0.146 0.207 -0.68
C 2.2389 -1.2567 6.5704 0.077 -0.372 -0.088 -0.75
Br 3.0198 -2.5527 5.3398 0.009 0.129 -0.077 0.62
H 0.2330 -1.7520 5.8608 0.203 0.105 0.016 0.06
H 0.3237 -0.3566 6.9603 0.113 -0.086 -0.117 0.00
H 2.2383 -1.7526 7.5417 -0.021 0.040 -0.238 -0.03
H 2.9164 -0.4019 6.6053 -0.185 -0.115 -0.009 0.06
Br -4.2933 -2.3865 -3.5255 -0.152 0.066 -0.159 0.60
C -3.4233 -2.6346 -5.2509 -0.090 -0.114 0.137 -0.68
C -1.9304 -2.4417 -5.1380 0.061 -0.230 -0.229 -0.66
Br -1.4660 -0.5484 -5.0240 0.090 0.123 0.249 0.63
H -3.8983 -1.9443 -5.9500 0.182 -0.054 0.120 0.06
H -3.6576 -3.6603 -5.5444 0.188 0.073 0.022 0.02
H -1.4262 -2.8039 -6.0367 -0.060 0.093 0.048 0.00
H -1.4966 -2.9283 -4.2630 -0.184 0.075 -0.131 0.06
Br 1.4580 -2.8333 -7.0600 -0.021 -0.070 0.020 0.61
C 1.4018 -2.9523 -9.0049 0.166 0.068 -0.007 -0.69
C 0.2944 -2.0984 -9.5722 -0.031 -0.065 -0.191 -0.73
Br -1.4448 -2.9489 -9.3370 -0.034 0.046 0.126 0.61
H 1.3056 -4.0097 -9.2561 -0.089 0.209 0.047 0.06
H 2.3758 -2.5910 -9.3405 -0.182 0.024 0.019 0.02
H 0.4110 -1.9842 -10.6515 0.027 -0.009 0.156 0.01
H 0.2305 -1.1110 -9.1126 0.075 -0.210 -0.069 0.05
Br 2.9201 0.0698 -10.7211 0.004 -0.052 -0.033 0.66
C 2.8612 -0.0514 -12.6666 0.218 0.117 0.025 -0.67
C 1.7538 0.8021 -13.2341 -0.155 -0.077 -0.200 -0.68
Br 0.0149 -0.0478 -12.9972 0.052 0.086 0.065 0.63
H 2.7638 -1.1088 -12.9169 -0.067 0.222 0.009 0.06
H 3.8357 0.3085 -13.0028 -0.152 -0.008 0.025 0.06
H 1.8698 0.9150 -14.3137 0.050 -0.053 0.142 0.06
H 1.6906 1.7900 -12.7751 0.076 -0.224 -0.023 0.05
Br -2.3168 3.3157 -5.1860 -0.042 -0.070 0.122 0.61
C -3.2683 4.5049 -3.9680 0.025 -0.007 -0.172 -0.67
C -2.3251 5.1385 -2.9756 0.155 0.488 0.228 -0.63
Br -1.8305 3.8766 -1.5716 -0.114 1.626 -1.013 0.82
H -4.0576 3.9151 -3.4991 0.178 0.108 -0.023 0.06
H -3.7205 5.2648 -4.6084 0.105 -0.051 0.128 0.06
H -2.8115 5.9667 -2.4560 0.012 -0.064 -0.136 0.07
H -1.3968 5.4947 -3.4263 -0.192 -0.034 -0.002 0.04
Br 1.4397 -0.1462 9.4989 -0.128 0.130 0.323 0.75
C 1.4343 -1.3847 11.0054 -0.106 0.219 0.320 -0.65
C 2.8392 -1.7511 11.4165 0.054 -0.275 0.003 -0.67
Br 3.6210 -3.0450 10.1847 0.035 0.177 -0.022 0.63
H 0.8318 -2.2449 10.7075 0.312 0.204 0.091 -0.05
H 0.9242 -0.8507 11.8103 0.116 0.001 -0.075 0.06
H 2.8383 -2.2487 12.3883 -0.095 0.088 -0.107 0.07
H 3.5165 -0.8963 11.4522 -0.179 -0.122 -0.047 0.04
Br -3.5175 -6.2508 -7.2343 -0.017 0.042 -0.067 0.61
C -4.8191 -5.1729 -8.2074 0.183 0.139 0.125 -0.70
C -6.1844 -5.2556 -7.5692 -0.284 -0.072 -0.175 -0.70
Br -7.0639 -6.9414 -7.9983 0.083 0.099 0.119 0.62
H -4.8045 -5.5148 -9.2433 -0.084 0.029 0.213 0.06
H -4.4336 -4.1520 -8.1610 -0.093 -0.079 -0.014 0.03
H -6.8432 -4.4820 -7.9686 0.144 -0.055 0.014 0.06
H -6.1586 -5.1778 -6.4810 0.092 -0.021 -0.198 0.05
Br 0.5317 8.2279 -2.9114 -0.092 -0.124 0.062 0.61
C 0.6510 7.7233 -1.0318 -0.013 0.252 -0.118 -0.69
C 1.9416 6.9974 -0.7408 -0.001 -0.060 0.307 -0.67
Br 1.8701 5.1527 -1.3682 0.098 -0.019 -0.099 0.60
H -0.2378 7.1327 -0.8038 0.228 0.024 0.004 0.04
H 0.6070 8.6653 -0.4816 0.078 -0.151 -0.027 0.06
H 2.1083 6.9251 0.3357 -0.068 0.010 -0.124 0.06
H 2.8130 7.4590 -1.2080 -0.230 -0.073 0.012 0.06
Br -0.0716 -4.4980 10.0197 -0.147 -0.212 -0.208 0.67
C -1.3928 -3.4327 9.0593 0.192 0.125 0.158 -0.68
C -2.7470 -3.5136 9.7207 -0.297 -0.059 -0.166 -0.69
Br -3.6282 -5.2057 9.3208 0.085 0.094 0.098 0.62
H -1.3943 -3.7837 8.0261 -0.090 0.008 0.211 0.05
H -1.0096 -2.4099 9.0903 -0.098 -0.049 0.009 0.04
H -3.4147 -2.7454 9.3256 0.142 -0.053 0.023 0.06
H -2.7033 -3.4262 10.8075 0.098 -0.018 -0.216 0.06
Br 1.0564 2.7320 12.7372 0.089 0.013 -0.060 0.60
C 2.7575 2.7043 11.7849 -0.218 -0.118 -0.146 -0.70
C 3.8054 1.9423 12.5587 0.298 0.165 0.037 -0.72
Br 4.5019 3.0026 14.0388 -0.083 -0.145 -0.038 0.62
H 3.0318 3.7427 11.5929 0.034 -0.205 0.133 0.06
H 2.5433 2.2084 10.8360 0.068 0.023 0.142 0.00
H 4.6718 1.7314 11.9284 -0.131 0.047 0.005 0.06
H 3.4349 1.0077 12.9834 -0.041 0.211 -0.074 0.04
```
Forces are in eV/Å.